(1)
{
  "formula": "C10H10AsBrF13O",
  "method": "ωB97M-V/def2-TZVPD",
  "total_charge": -1,
  "homo_lumo_gap_ha": 0.261,
  "total_energy_ev": -178786.1383,
  "lumo_ev": 2.73,
  "homo_energy_ev": -4.4,
  "largest_force_ev_per_a": 2.25,
  "symbols": ["Br", "As", "F", "F", "F", "F", "F", "F", "F", "F", "F", "F", "F", "F", "F", "O", "C", "C", "C", "C", "C", "C", "C", "C", "C", "C", "H", "H", "H", "H", "H", "H", "H", "H", "H", "H"],
  "coordinates": [[-1.96400, 5.90022, -0.51608], [0.50388, 3.17662, -1.73093], [-1.08651, -2.91751, -0.53852], [-0.08176, -0.49796, 1.76961], [-2.06965, -1.42615, 1.77406], [-0.41879, -2.49824, 3.49870], [0.83395, -4.74356, 2.73040], [3.29381, -2.85950, 1.76022], [1.48462, -1.08273, -0.11350], [2.73823, -3.62333, 3.71122], [2.05469, -1.66659, 3.09062], [1.23684, -3.90596, 0.75722], [-1.28105, -3.78499, 1.93716], [-1.89276, -0.89409, -0.59463], [0.73542, -2.03076, -1.92141], [-2.97556, 3.36154, -0.03205], [0.27530, 0.26397, -1.62025], [0.08889, 1.44234, -0.70368], [-0.82243, -1.63109, -0.20998], [2.31773, -2.90161, 2.66525], [1.02572, -3.58926, 2.04423], [0.43541, -1.07721, -0.97881], [-1.61429, 3.49519, -2.01318], [-0.34300, -2.84090, 2.18712], [-0.78652, -1.57045, 1.36042], [-2.30981, 3.95823, -0.85733], [0.81077, 1.41641, 0.10358], [-0.91428, 1.50616, -0.29697], [-1.71432, 4.18979, -2.83593], [0.79853, 4.51687, -2.51548], [0.42625, 2.36112, -3.10909], [0.48419, 3.96571, -0.36644], [1.21171, 0.40068, -2.16633], [-2.03453, 2.53192, -2.28518], [-0.50765, 0.19458, -2.36663], [2.06098, 2.86052, -1.61741]]
}

=====

(2)
{
  "formula": "C22H31N2O2OsSe2Si",
  "method": "ωB97M-V/def2-TZVPD",
  "total_charge": 1,
  "homo_lumo_gap_ha": 0.271,
  "total_energy_ev": -171423.8430,
  "lumo_ev": -3.21,
  "homo_energy_ev": -10.6,
  "relative_energy_kcal_mol": 14.6,
  "largest_force_ev_per_a": 1.02,
  "symbols": ["Os", "Se", "Se", "Si", "O", "O", "N", "N", "C", "C", "C", "C", "C", "C", "C", "C", "C", "C", "C", "C", "C", "C", "C", "C", "C", "C", "C", "C", "C", "C", "H", "H", "H", "H", "H", "H", "H", "H", "H", "H", "H", "H", "H", "H", "H", "H", "H", "H", "H", "H", "H", "H", "H", "H", "H", "H", "H", "H", "H", "H", "H"],
  "coordinates": [[-0.19826, 0.02029, 0.33348], [-0.72446, -1.11977, 2.32500], [-2.36694, -0.81695, -0.53310], [0.27682, -1.74596, -3.52936], [1.38366, -0.08815, -1.40116], [-1.10274, 1.55055, 1.28346], [1.01837, 2.05493, 2.03211], [1.38750, 1.03197, 1.17189], [3.26091, -0.07477, 0.11449], [-0.83976, 3.32100, 2.85034], [1.30919, -2.31481, -4.98230], [0.98595, -0.09503, -2.81529], [4.56749, -0.47720, 0.39721], [2.66566, -0.52147, -1.08033], [3.38337, -1.33535, -1.93941], [-3.28854, -1.47891, 1.07054], [-2.19379, 3.62898, 2.75644], [-3.36486, 0.83611, -0.76199], [2.64784, 0.85539, 1.05308], [-0.03046, 4.02326, 3.74150], [-2.73467, 4.63075, 3.54593], [5.27235, -1.31579, -0.44568], [0.29715, -3.03615, -2.17010], [-0.60007, -3.02636, 1.97616], [-0.57612, 5.01994, 4.53196], [4.67141, -1.74116, -1.61706], [-1.43649, -1.36288, -4.16458], [-1.92722, 5.32572, 4.43495], [-2.68039, -0.97933, 2.35173], [-0.26359, 2.25110, 2.00970], [-2.81979, 3.08803, 2.05948], [0.05343, 5.56145, 5.22519], [-2.08500, -0.93874, -3.39728], [-0.43759, -3.81697, -2.37951], [0.84445, -3.19351, -5.43522], [-3.05134, -1.53055, 3.21485], [0.45010, -3.29707, 2.05222], [-0.96682, -3.26320, 0.98092], [-1.16889, -3.55416, 2.73985], [-1.92125, -2.26631, -4.53938], [-3.25023, -2.56484, 1.00083], [5.20401, -2.38831, -2.30118], [1.35944, -1.54456, -5.75464], [-4.33133, -1.17906, 0.97717], [3.29599, 1.45632, 1.68431], [-3.78619, 4.87184, 3.46564], [0.22632, 0.68691, -2.85398], [-3.19450, 1.48988, 0.08795], [-2.35011, 6.10772, 5.05161], [-2.85833, 0.08486, 2.50002], [-1.38734, -0.65223, -4.99251], [5.03117, -0.10769, 1.30339], [-4.41612, 0.58774, -0.88621], [2.95434, -1.66518, -2.86985], [6.28101, -1.61618, -0.20104], [1.02028, 3.77951, 3.80548], [1.27610, -3.51243, -2.09401], [2.32964, -2.59647, -4.72330], [0.05922, -2.62093, -1.18711], [-2.99202, 1.30322, -1.67097], [1.83204, 0.27093, -3.40234]]
}

=====

(3)
{
  "formula": "C7H12NO2PS",
  "method": "ωB97M-V/def2-TZVPD",
  "homo_lumo_gap_ha": 0.328,
  "total_energy_ev": -33161.4038,
  "lumo_ev": 0.01,
  "homo_energy_ev": -8.9,
  "relative_energy_kcal_mol": 36.1,
  "largest_force_ev_per_a": 4.82,
  "symbols": ["S", "P", "O", "O", "N", "C", "C", "C", "C", "C", "C", "C", "H", "H", "H", "H", "H", "H", "H", "H", "H", "H", "H", "H"],
  "coordinates": [[-0.45081, -2.14653, 0.93266], [0.13423, 0.40548, 0.13212], [-1.09085, -0.69143, 0.34370], [2.54178, -0.97672, -2.35973], [1.36471, -0.22872, -0.56595], [1.06114, -2.50747, -1.36878], [1.67917, -1.15069, -1.51433], [0.31047, -3.00972, -0.38681], [-0.73851, 1.65433, -0.69502], [0.69928, 0.98603, 1.80268], [-0.37978, 0.89410, 2.89136], [-1.23780, 1.13991, -2.06840], [-1.29767, 1.57895, 2.73777], [-0.10606, 2.44393, -0.77520], [1.54814, -3.21480, -2.10632], [-0.07123, -3.91585, -0.49943], [-2.27556, 1.36870, -2.18883], [-0.92347, -0.12716, 3.10598], [-1.10977, -0.00804, -2.06874], [-0.69469, 1.69342, -2.86508], [-1.53089, 2.17102, -0.05954], [0.92447, 2.00187, 1.51004], [0.09637, 1.16573, 3.89348], [1.54733, 0.47364, 2.17237]]
}

=====

(4)
{
  "formula": "C3H5FS",
  "method": "ωB97M-V/def2-TZVPD",
  "homo_lumo_gap_ha": 0.309,
  "total_energy_ev": -16740.4566,
  "lumo_ev": -0.30,
  "homo_energy_ev": -8.7,
  "relative_energy_kcal_mol": 85.7,
  "largest_force_ev_per_a": 5.46,
  "symbols": ["S", "F", "C", "C", "C", "H", "H", "H", "H", "H"],
  "coordinates": [[2.48342, 0.37712, -0.23904], [-0.09368, 1.67038, -0.16520], [-0.17904, 0.38166, 0.42323], [-1.20804, -0.36427, -0.43559], [1.11540, -0.27682, 0.24749], [-2.04548, 0.48202, -0.61758], [1.41784, -1.27143, 0.54462], [-0.15807, -0.48252, -1.43797], [-0.00124, 0.78725, 1.68557], [-1.33113, -1.30340, -0.00553]]
}

=====

(5)
{
  "formula": "C2Cl3F3",
  "method": "ωB97M-V/def2-TZVPD",
  "homo_lumo_gap_ha": 0.437,
  "total_energy_ev": -47793.7095,
  "lumo_ev": 0.45,
  "homo_energy_ev": -11.4,
  "relative_energy_kcal_mol": 5.7,
  "largest_force_ev_per_a": 1.58,
  "smiles": "FC(F)(F)C(Cl)(Cl)Cl",
  "symbols": ["Cl", "Cl", "Cl", "F", "F", "F", "C", "C"],
  "coordinates": [[1.61954, -0.25379, -1.60431], [1.52607, 1.62880, 0.49466], [1.50398, -1.34269, 1.01536], [-1.10883, -1.21172, -0.36912], [-1.08362, 0.15157, 1.24201], [-0.96651, 1.00954, -0.74119], [-0.58860, -0.01661, 0.04870], [0.95541, 0.00250, 0.02668]]
}

=====

(6)
{
  "formula": "C24H26FeN4Si",
  "method": "ωB97M-V/def2-TZVPD",
  "total_charge": 1,
  "s_squared": 8.78,
  "homo_lumo_gap_ha": [0.259, 0.231],
  "total_energy_ev": -73524.6016,
  "lumo_ev": [-2.99, -4.87],
  "homo_energy_ev": [-10.0, -11.2],
  "relative_energy_kcal_mol": 56.7,
  "largest_force_ev_per_a": 3.36,
  "multiplicity": 6,
  "symbols": ["Fe", "Si", "N", "N", "N", "N", "C", "C", "C", "C", "C", "C", "C", "C", "C", "C", "C", "C", "C", "C", "C", "C", "C", "C", "C", "C", "C", "C", "C", "C", "H", "H", "H", "H", "H", "H", "H", "H", "H", "H", "H", "H", "H", "H", "H", "H", "H", "H", "H", "H", "H", "H", "H", "H", "H", "H"],
  "coordinates": [[0.04727, 0.45839, 1.89043], [0.03761, -0.62074, -1.69042], [1.10796, -0.61844, 3.35231], [-1.33383, -0.96649, 2.28714], [0.89645, -2.15194, 4.97009], [-1.93343, -2.73728, 3.46564], [1.63918, -0.55460, -2.78911], [-1.02780, 0.74183, -4.09266], [0.38856, 1.97652, 3.33377], [3.89322, -0.61934, -4.49868], [-0.97634, 1.50213, 3.36600], [-3.02907, -2.36056, 2.69780], [-2.66140, -1.24669, 1.99700], [-3.17078, 1.93518, -2.78501], [0.37317, -1.67252, 3.80098], [3.05253, -1.72725, -4.37992], [2.02427, -1.39445, 5.26064], [-0.56613, 2.36302, 1.24691], [-1.84057, 1.67201, -4.76655], [3.59075, 0.53899, -3.76810], [-2.36408, 0.99329, -2.11914], [-1.22163, 0.43937, -2.73166], [0.65312, 2.44077, 1.99591], [-0.90916, -1.88173, 3.19494], [1.01194, -0.14931, -0.23800], [2.14321, -0.45457, 4.26450], [-2.90230, 2.30195, -4.10730], [2.47178, 0.57361, -2.90923], [1.94689, -1.70197, -3.51541], [-1.55864, 1.72046, 2.05620], [3.22420, -2.60443, -5.00297], [2.64345, -1.60234, 6.11024], [-3.94353, -2.91321, 2.66987], [0.67267, -0.94484, 0.47352], [-1.87581, -3.50420, 4.12426], [-3.24844, -0.61007, 1.35251], [-3.54876, 3.00977, -4.64244], [2.86273, 0.34955, 4.17870], [-0.20294, -2.09922, -1.67592], [-1.16928, -0.98694, -0.75662], [-0.72399, 2.71090, 0.21730], [2.20386, 1.51491, -2.41374], [4.20555, 1.42955, -3.91465], [-4.04838, 2.36111, -2.29009], [0.48797, -2.92984, 5.48607], [1.57632, 2.90204, 1.63571], [-1.66918, 1.88172, -5.82485], [-2.59079, 1.56874, 1.72756], [0.54706, 0.86353, -0.11094], [2.10458, -0.06846, -0.11413], [1.09840, 2.01753, 4.17676], [-1.52287, 1.11670, 4.22977], [-2.64237, 0.67911, -1.10980], [4.75090, -0.64277, -5.18046], [-0.23050, 0.24798, -4.65440], [1.25644, -2.54648, -3.48032]]
}